Record 1
C67H60FN2O6P2Pd | the ωB97M-V functional and the def2-TZVPD basis

Each line ends with the Mulliken charge.
Cartesian coordinates (Å):
C1 0.401 -1.000 7.606  -0.682
C2 1.716 -1.291 7.236  -0.518
C3 2.401 -0.450 6.357  -0.364
C4 1.692 0.606 5.789  -0.081
O1 2.244 1.288 4.683  -0.283
P1 2.678 0.558 3.293  1.297
O2 3.382 1.802 2.512  -0.136
C5 3.785 3.052 3.012  0.337
C6 5.152 3.294 3.143  -0.372
C7 5.560 4.528 3.659  -0.507
C8 4.611 5.496 3.997  -0.604
C9 3.247 5.229 3.844  -0.563
C10 2.820 4.005 3.321  -0.337
O3 3.942 -0.369 3.738  -0.480
C11 5.090 -0.674 3.009  -0.017
C12 6.144 -1.167 3.772  -0.544
C13 7.370 -1.383 3.148  -0.461
C14 7.508 -1.147 1.776  -0.708
C15 6.417 -0.701 1.026  -0.821
C16 5.180 -0.465 1.640  0.513
Pd1 1.037 -0.696 2.443  -0.259
P2 -1.062 0.175 2.515  0.680
O4 -1.681 -0.458 3.894  -0.242
C17 -2.951 -0.418 4.473  0.185
C18 -3.537 -1.631 4.819  -0.328
C19 -4.877 -1.624 5.202  -0.554
C20 -5.571 -0.418 5.316  -0.586
C21 -4.923 0.788 5.049  -0.738
C22 -3.578 0.803 4.688  -0.295
O5 -1.376 1.789 2.575  0.096
C23 -2.156 2.538 1.678  0.298
C24 -3.210 3.291 2.196  -0.476
C25 -4.144 3.826 1.303  -0.552
C26 -3.972 3.671 -0.073  -0.856
C27 -2.852 2.994 -0.564  -0.243
C28 -1.904 2.463 0.310  -0.368
O6 -2.160 -0.258 1.383  0.347
C29 -3.108 -1.287 1.460  0.172
C30 -4.454 -0.932 1.428  -0.301
C31 -5.397 -1.946 1.598  -0.615
C32 -4.982 -3.270 1.754  -0.617
C33 -3.624 -3.598 1.729  -0.666
C34 -2.666 -2.598 1.554  0.017
C35 1.588 -1.622 -0.444  0.869
C36 2.179 -2.556 0.476  0.488
C37 1.485 -2.863 1.716  0.018
C38 2.130 -3.828 2.579  -0.745
C39 3.419 -4.285 2.347  -0.582
C40 4.105 -3.879 1.195  -0.556
C41 3.488 -3.048 0.282  -0.318
C42 2.416 -0.843 -1.286  -0.326
C43 2.125 -0.094 -2.403  -1.576
C44 0.392 0.946 6.168  -0.262
C45 -0.269 0.099 7.058  -0.389
H1 -0.107 -1.651 8.325  0.393
H2 2.221 -2.178 7.617  0.417
H3 3.430 -0.640 6.065  0.522
H4 5.861 2.523 2.837  0.441
H5 6.622 4.716 3.796  0.385
H6 4.941 6.463 4.387  0.365
H7 2.500 5.964 4.138  0.385
H8 1.768 3.788 3.135  0.413
H9 5.964 -1.350 4.833  0.409
H10 8.206 -1.740 3.752  0.413
H11 8.470 -1.321 1.286  0.413
H12 6.503 -0.529 -0.049  0.457
H13 4.303 -0.173 1.056  0.291
H14 -2.940 -2.538 4.744  0.414
H15 -5.372 -2.572 5.401  0.444
H16 -6.620 -0.414 5.625  0.393
H17 -5.447 1.740 5.116  0.435
H18 -3.022 1.729 4.555  0.573
H19 -3.304 3.425 3.272  0.447
H20 -5.009 4.356 1.699  0.410
H21 -4.708 4.088 -0.767  0.413
H22 -2.710 2.860 -1.636  0.467
H23 -0.991 1.990 -0.051  0.480
H24 -4.720 0.119 1.300  0.480
H25 -6.457 -1.686 1.612  0.456
H26 -5.731 -4.055 1.891  0.394
H27 -3.279 -4.626 1.848  0.473
H28 -1.595 -2.794 1.507  -0.126
H29 0.507 -1.411 -0.394  0.386
H30 0.380 -2.868 1.692  -0.016
H31 1.583 -4.231 3.417  0.543
H32 3.934 -4.977 3.028  0.431
H33 5.118 -4.223 1.001  0.444
H34 4.048 -2.719 -0.606  0.487
H35 3.441 -0.696 -0.918  0.053
H36 1.105 0.217 -2.622  0.001
H37 2.998 0.386 -2.870  0.850
H38 -0.079 1.817 5.715  0.489
H39 -1.309 0.313 7.308  0.455
F1 -2.217 1.844 -3.819  -0.294
C46 -1.890 0.900 -4.855  2.959
C47 -3.231 0.378 -5.410  -1.085
C48 -4.452 0.995 -5.116  -0.444
C49 -5.643 0.430 -5.575  -0.780
C50 -5.631 -0.735 -6.348  -0.518
C51 -4.409 -1.326 -6.677  -0.999
C52 -3.216 -0.767 -6.208  0.389
C53 -1.023 1.643 -5.865  -0.253
C54 -1.430 1.819 -7.188  -0.132
C55 -0.576 2.452 -8.098  -0.749
C56 0.649 2.963 -7.668  -0.633
C57 1.021 2.840 -6.326  -0.596
C58 0.161 2.234 -5.413  -0.403
C59 -1.130 -0.241 -4.114  1.172
C60 -2.014 -0.951 -3.088  -0.827
C61 -1.419 -2.340 -2.930  -0.017
C62 -0.632 -2.628 -4.203  -0.797
N1 -0.607 -1.357 -4.989  0.487
C63 0.641 -1.142 -5.621  0.619
C64 1.814 -1.207 -4.852  -0.690
C65 2.854 -0.329 -5.177  -0.705
N2 2.848 0.332 -6.339  -0.556
C66 1.986 -0.083 -7.283  -0.426
C67 0.789 -0.752 -6.967  -0.571
H40 -4.476 1.910 -4.521  0.424
H41 -6.587 0.911 -5.323  0.411
H42 -6.565 -1.178 -6.699  0.389
H43 -4.359 -2.222 -7.294  0.433
H44 -2.252 -1.217 -6.440  0.370
H45 -2.401 1.436 -7.511  0.445
H46 -0.874 2.527 -9.145  0.413
H47 1.326 3.451 -8.374  0.408
H48 1.989 3.206 -5.983  0.325
H49 0.412 2.205 -4.350  0.362
H50 -0.282 0.221 -3.561  -1.505
H51 -2.003 -0.368 -2.157  0.345
H52 -3.059 -1.005 -3.432  0.315
H53 -0.738 -2.373 -2.064  -0.375
H54 -2.197 -3.094 -2.791  0.501
H55 0.379 -2.956 -3.941  0.351
H56 -1.077 -3.411 -4.826  0.329
H57 1.874 -1.807 -3.938  0.439
H58 3.684 -0.090 -4.516  0.670
H59 2.213 0.220 -8.310  0.428
H60 0.004 -0.882 -7.716  0.400

The calculation puts the largest force on an atom at 2.555 eV/A. The value obtained for the total energy is -4060.3094 Ha. The HOMO energy is -9.92 eV. As for the multiplicity: 1. The calculation puts the LUMO energy at -0.1958 Eh. As for the total charge: +1. The value obtained for the HOMO-LUMO gap is 4.59 eV.

***

Record 2
C5H8N2 | the ωB97M-V functional and the def2-TZVPD basis

Each line ends with the Mulliken charge.
Cartesian coordinates (Å):
H1 -3.382 -0.656 0.705  0.226
N1 -2.506 -0.464 1.177  -0.641
C1 -1.531 -0.198 0.406  0.108
C2 -0.191 0.128 1.013  -0.294
C3 0.769 0.072 -0.164  0.592
C4 2.235 0.383 -0.097  -1.181
C5 0.031 -0.120 -1.265  -0.663
N2 -1.356 -0.210 -0.978  -0.145
H2 -0.121 -0.595 1.825  0.270
H3 -0.197 1.120 1.481  0.234
H4 2.419 1.381 0.326  0.278
H5 2.759 -0.334 0.544  0.282
H6 2.708 0.359 -1.087  0.323
H7 0.355 -0.157 -2.302  0.356
H8 -1.990 -0.709 -1.585  0.255

The calculation puts the energy above the lowest of the compared OMol25 structures with the same formula, charge and spin at 13.43 kcal/mol. The calculation puts the largest force on an atom at 0.739 eV/A. The value obtained for the total energy is -304.8141 Ha. The HOMO energy is -8.03 eV. As for the multiplicity: 1. The calculation puts the LUMO energy at 0.0337 Eh. As for the total charge: 0. The value obtained for the HOMO-LUMO gap is 8.95 eV.

***

Record 3
C15H30BBr2ClNO3S | the ωB97M-V functional and the def2-TZVPD basis

Each line ends with the Mulliken charge.
Cartesian coordinates (Å):
C1 4.894 -1.453 0.403  -0.956
C2 4.295 -0.187 -0.210  -0.417
S1 3.097 0.631 0.889  -0.196
C3 1.557 0.646 -0.087  -0.021
B1 0.165 0.312 0.764  -0.286
N1 0.284 -0.119 2.209  -0.668
Cl1 -0.808 1.995 0.834  -0.319
C4 -0.706 -0.821 -0.093  0.441
Br1 -2.384 -0.364 -0.872  -0.189
C5 -0.248 -2.060 -0.259  0.067
C6 1.036 -2.571 0.344  -0.696
Br2 -1.186 -3.439 -1.219  -0.276
H1 4.208 -2.300 0.317  0.183
H2 5.096 -1.303 1.468  0.256
H3 5.832 -1.722 -0.093  0.366
H4 5.091 0.524 -0.452  0.443
H5 3.773 -0.405 -1.145  0.254
H6 1.701 -0.059 -0.914  0.231
H7 1.478 1.629 -0.556  -0.210
H8 0.992 -0.825 2.358  0.216
H9 0.494 0.659 2.820  0.212
H10 1.442 -3.403 -0.235  0.483
H11 1.786 -1.776 0.382  -0.241
H12 0.865 -2.926 1.365  0.295
C7 -1.332 -6.945 0.024  -0.907
C8 -1.689 -8.403 0.152  0.719
O1 -0.863 -9.258 0.375  -0.562
C9 -3.151 -8.750 -0.017  -1.060
H13 -0.263 -6.807 0.163  0.301
H14 -1.618 -6.574 -0.960  0.252
H15 -1.875 -6.355 0.764  0.344
H16 -3.498 -8.432 -1.001  0.305
H17 -3.747 -8.220 0.729  0.309
H18 -3.292 -9.822 0.094  0.291
C10 -3.474 6.119 2.105  -1.019
C11 -4.453 5.215 1.390  0.824
O2 -5.445 5.661 0.858  -0.578
C12 -4.108 3.751 1.377  -0.787
H19 -3.814 7.151 2.049  0.300
H20 -3.382 5.815 3.149  0.310
H21 -2.486 6.028 1.650  0.260
H22 -4.033 3.373 2.398  0.330
H23 -3.137 3.600 0.903  0.101
H24 -4.866 3.193 0.834  0.273
C13 2.437 5.395 -3.498  -1.228
C14 1.926 4.281 -2.606  0.891
O3 2.219 3.130 -2.819  -0.531
C15 1.042 4.704 -1.459  -0.649
H25 3.059 4.979 -4.287  0.319
H26 1.597 5.935 -3.939  0.322
H27 3.018 6.107 -2.909  0.316
H28 0.163 5.220 -1.849  0.333
H29 1.588 5.401 -0.819  0.289
H30 0.726 3.847 -0.868  -0.039

The calculation puts the energy above the lowest of the compared OMol25 structures with the same formula, charge and spin at 0.00 kcal/mol. The calculation puts the largest force on an atom at 0.361 eV/A. The value obtained for the total energy is -6901.4144 Ha. The HOMO energy is -5.01 eV. As for the multiplicity: 1. The calculation puts the LUMO energy at 0.0907 Eh. As for the total charge: -1. The value obtained for the HOMO-LUMO gap is 7.48 eV.

***

Record 4
C6H9N3 | the ωB97M-V functional and the def2-TZVPD basis

Each line ends with the Mulliken charge.
Cartesian coordinates (Å):
C1 1.612 -0.070 -0.752  -1.319
C2 0.667 0.868 -0.781  0.573
C3 0.738 2.341 -0.389  -0.339
N1 -0.647 2.821 -0.452  -0.508
C4 -1.334 1.857 -0.870  -0.105
N2 -0.659 0.694 -1.112  -0.126
H1 1.458 -1.020 -1.026  0.441
H2 2.665 -0.029 -0.478  0.252
H3 1.482 2.749 -1.107  0.250
H4 0.962 2.680 0.627  0.266
H5 -2.447 2.090 -1.012  0.339
H6 -1.050 -0.202 -1.428  0.282
C5 -0.345 -2.546 1.941  -0.735
C6 -0.967 -2.389 0.618  0.384
N3 -1.565 -2.214 -0.342  -0.493
H7 -0.452 -3.555 2.013  0.336
H8 -0.896 -1.897 2.624  0.261
H9 0.781 -2.180 1.926  0.238

The calculation puts the energy above the lowest of the compared OMol25 structures with the same formula, charge and spin at 35.29 kcal/mol. The calculation puts the largest force on an atom at 4.431 eV/A. The value obtained for the total energy is -398.2192 Ha. The HOMO energy is -7.89 eV. As for the multiplicity: 1. The calculation puts the LUMO energy at 0.0242 Eh. As for the total charge: 0. The value obtained for the HOMO-LUMO gap is 8.55 eV.